(1)
# C45H36CoN4O10S2

A structure of composition C45H36CoN4O10S2 in a non-equilibrium geometry (the ωB97M-V functional and the def2-TZVPD basis, the OMol25 dataset).

Last column: Mulliken charge in e.
Positions of all 98 atoms, in Å:
Co: 0.093 0.173 0.036  -1.19
C: -2.612 8.059 0.988  -1.52
C: -2.234 6.610 0.853  1.11
C: -3.192 5.600 0.880  -1.05
C: -2.836 4.273 0.723  -0.61
C: -1.500 3.949 0.561  0.14
C: -0.522 4.930 0.533  -0.10
C: -0.900 6.255 0.678  -0.97
S: -1.161 2.186 0.254  1.30
O: -2.242 1.788 -0.684  -0.58
C: -1.595 1.692 1.922  0.47
C: -0.447 1.821 2.866  -0.19
C: -0.913 2.222 4.200  -2.31
C: -2.056 1.601 4.673  1.31
C: -2.375 1.554 6.065  -1.41
C: -3.379 0.752 6.527  -0.49
C: -4.154 -0.018 5.635  -1.11
C: -3.945 0.084 4.282  -0.41
C: -2.935 0.915 3.764  0.96
C: -2.765 1.149 2.353  0.45
C: -3.885 0.733 1.470  -0.07
C: -5.203 1.233 1.691  0.83
C: -5.453 2.323 2.560  -0.60
C: -6.725 2.779 2.758  -0.96
C: -7.813 2.168 2.103  -0.71
C: -7.602 1.132 1.240  -0.91
C: -6.296 0.641 1.006  0.96
C: -6.055 -0.436 0.121  -1.37
C: -4.785 -0.858 -0.132  -0.94
C: -3.703 -0.246 0.522  0.08
S: -2.033 -0.827 0.123  1.84
O: -1.886 -2.155 0.749  -0.72
C: -2.214 -1.137 -1.653  0.00
C: -2.914 -0.326 -2.536  -0.36
C: -2.868 -0.601 -3.894  -1.06
C: -2.132 -1.673 -4.391  1.15
C: -2.049 -1.943 -5.868  -1.54
C: -1.462 -2.493 -3.487  -0.87
C: -1.496 -2.227 -2.128  -0.87
H: -3.684 8.182 1.136  0.34
H: -2.315 8.610 0.094  0.34
H: -2.095 8.512 1.835  0.35
H: -4.237 5.851 1.017  0.35
H: -3.587 3.494 0.709  0.56
H: 0.509 4.662 0.377  0.78
H: -0.146 7.032 0.640  0.44
H: 0.336 2.470 2.459  0.51
H: -0.251 2.777 4.849  0.49
H: -1.743 2.111 6.746  0.41
H: -3.565 0.682 7.593  0.38
H: -4.922 -0.679 6.014  0.41
H: -4.563 -0.495 3.607  0.45
H: -4.619 2.793 3.064  0.64
H: -6.901 3.610 3.429  0.45
H: -8.817 2.531 2.284  0.40
H: -8.432 0.666 0.723  0.45
H: -6.894 -0.910 -0.373  0.40
H: -4.596 -1.667 -0.826  0.73
H: -3.479 0.519 -2.180  0.58
H: -3.414 0.037 -4.578  0.33
H: -2.686 -1.262 -6.429  0.35
H: -2.350 -2.967 -6.091  0.36
H: -1.024 -1.818 -6.220  0.33
H: -0.907 -3.350 -3.850  0.45
H: -0.990 -2.873 -1.420  0.73
C: 2.351 -3.246 1.125  -2.00
C: 1.414 -2.094 0.993  0.19
N: 1.026 -1.611 -0.124  1.05
O: 1.581 -2.168 -1.242  -0.59
C: 0.889 -1.406 2.179  0.67
C: 0.749 -2.083 3.500  -1.66
N: 0.565 -0.181 1.982  0.95
O: 0.147 0.452 3.098  -0.35
H: 2.969 -3.319 0.234  0.48
H: 1.780 -4.173 1.220  0.43
H: 2.982 -3.132 2.003  0.44
H: 1.287 -1.601 -1.967  0.38
H: 0.728 -3.164 3.382  0.44
H: -0.181 -1.745 3.958  0.37
H: 1.559 -1.806 4.177  0.32
O: 1.640 3.072 -0.312  -0.58
C: 2.227 2.033 -0.581  0.07
O: 1.725 0.881 -0.836  -0.45
C: 3.738 2.058 -0.576  0.58
C: 4.415 1.003 0.015  -0.46
C: 5.790 1.076 0.163  -0.23
C: 6.513 2.153 -0.316  -0.42
C: 5.818 3.179 -0.930  -0.27
C: 4.436 3.160 -1.042  -0.43
N: 6.564 4.328 -1.449  1.05
O: 7.773 4.313 -1.330  -0.62
O: 5.927 5.223 -1.968  -0.61
N: 6.492 -0.003 0.857  1.06
O: 5.816 -0.888 1.348  -0.62
O: 7.704 0.047 0.902  -0.61
H: 3.871 0.141 0.370  0.49
H: 7.586 2.196 -0.204  0.61
H: 3.916 3.997 -1.485  0.62

The expectation value of S² is 1.07. Its spin multiplicity is 2. The value obtained for the HOMO energy (alpha / beta) is -0.2188 / -0.2191 hartree. Its relative energy (zero: lowest compared OMol25 entry of this formula, charge and spin) is 67.56 kcal/mol. Its gap between HOMO and LUMO (alpha / beta) is 0.161 / 0.181 hartree.

(2)
# C45H36N5O4S2TeTi

A structure of composition C45H36N5O4S2TeTi in a non-equilibrium geometry (the ωB97M-V functional and the def2-TZVPD basis, the OMol25 dataset).

Last column: Mulliken charge in e.
Positions of all 94 atoms, in Å:
Ti: 1.848 0.086 0.681  0.33
O: 0.958 2.054 1.676  -0.29
C: 1.830 3.167 1.796  -1.29
C: 3.254 2.786 1.521  1.08
C: 4.362 3.365 2.067  -1.02
C: 5.607 2.951 1.609  -0.24
C: 5.704 2.079 0.541  -0.98
C: 4.517 1.456 0.141  -0.05
N: 3.317 1.821 0.593  0.54
H: 0.744 1.760 2.568  0.33
H: 1.652 3.658 2.756  0.37
H: 1.548 3.934 1.074  0.46
H: 4.291 4.093 2.879  0.47
H: 6.544 3.354 2.037  0.36
H: 6.650 1.728 0.105  0.36
H: 4.528 0.601 -0.562  0.37
S: -0.276 -1.098 0.891  0.20
C: -0.411 -2.017 2.402  0.15
C: -1.666 -2.050 2.990  -1.10
C: -1.980 -2.804 4.083  1.06
C: -3.315 -2.671 4.605  -0.43
N: -4.343 -2.410 5.059  -0.56
C: -1.053 -3.649 4.709  0.09
C: 0.215 -3.562 4.168  -0.23
C: 0.562 -2.830 3.060  0.08
S: 2.250 -3.037 2.525  -0.63
C: -1.359 -4.582 5.765  -0.11
N: -1.630 -5.340 6.605  -0.56
H: -2.456 -1.439 2.585  0.70
H: 0.919 -4.278 4.576  0.46
O: 2.440 1.691 4.120  -0.78
C: 2.789 0.571 3.693  -0.62
N: 2.109 -0.227 2.868  -0.34
C: 2.927 -1.340 2.443  2.51
O: 3.184 -1.190 1.057  -0.51
C: 4.220 -1.192 3.247  -0.68
C: 5.336 -1.999 3.313  -0.45
C: 6.378 -1.557 4.131  -0.74
C: 6.232 -0.371 4.857  -0.31
C: 5.116 0.432 4.838  -0.64
C: 4.112 -0.015 3.959  0.86
H: 5.399 -2.932 2.748  0.50
H: 7.322 -2.112 4.291  0.36
H: 7.016 -0.027 5.564  0.32
H: 5.049 1.382 5.421  0.40
C: -8.652 0.361 -2.069  -1.51
C: -7.124 0.384 -2.258  0.74
C: -6.613 0.046 -3.493  -0.80
C: -5.234 0.102 -3.748  1.03
C: -4.679 -0.268 -5.067  -1.56
C: -4.429 0.524 -2.678  -0.08
Te: -2.329 0.641 -3.125  0.48
N: 1.699 0.170 -1.072  0.04
C: 2.283 0.606 -2.249  -0.45
O: 3.239 0.030 -2.758  -0.77
C: 1.882 2.041 -2.697  0.72
C: 0.812 2.739 -2.140  -0.32
C: 0.515 4.010 -2.600  -1.24
C: 1.288 4.529 -3.638  -0.40
C: 2.462 3.918 -4.045  -0.63
C: 2.766 2.657 -3.583  -0.51
C: -1.988 -1.443 -2.775  0.10
C: -2.795 -2.147 -1.875  -0.02
C: -2.611 -3.473 -1.576  -1.07
C: -1.519 -4.127 -2.121  -0.50
C: -0.628 -3.458 -2.928  -0.83
C: -0.871 -2.099 -3.301  1.35
C: 0.149 -1.405 -4.152  -1.41
C: -4.842 0.770 -1.384  0.79
C: -3.990 1.142 -0.208  -1.47
C: -6.246 0.722 -1.223  -0.89
H: -9.034 -0.594 -2.350  0.37
H: -9.175 1.136 -2.665  0.31
H: -8.904 0.552 -1.027  0.36
H: -7.320 -0.252 -4.239  0.39
H: -5.476 -0.633 -5.765  0.36
H: -3.938 -1.084 -4.932  0.25
H: -4.131 0.595 -5.478  0.31
H: 0.266 2.252 -1.335  1.07
H: -0.336 4.624 -2.274  0.40
H: 1.023 5.488 -4.071  0.38
H: 3.166 4.415 -4.675  0.42
H: 3.678 2.095 -3.850  0.40
H: -3.612 -1.653 -1.419  0.43
H: -3.323 -4.006 -0.995  0.50
H: -1.410 -5.187 -1.873  0.33
H: 0.200 -4.006 -3.404  0.30
H: 0.980 -2.109 -4.376  0.37
H: 0.593 -0.541 -3.634  0.02
H: -0.283 -1.046 -5.080  0.38
H: -2.942 0.745 -0.256  0.13
H: -4.400 0.870 0.753  0.39
H: -3.925 2.238 -0.142  0.35
H: -6.678 0.890 -0.206  0.21

Its total charge is -1. Its spin multiplicity is 1. The value obtained for the HOMO energy is -0.2010 hartree. Its relative energy (zero: lowest compared OMol25 entry of this formula, charge and spin) is 13.23 kcal/mol. Its gap between HOMO and LUMO is 0.276 hartree.

Q: The highest relative energy (zero: lowest compared OMol25 entry of this formula, charge and spin) belongs to which entry?
A: C45H36CoN4O10S2

Q: The lowest relative energy (zero: lowest compared OMol25 entry of this formula, charge and spin) belongs to which entry?
A: C45H36N5O4S2TeTi

Q: relative energy (zero: lowest compared OMol25 entry of this formula, charge and spin) of number 2 (C45H36N5O4S2TeTi)?
A: 13.23 kcal/mol